Entry 1:
Entry from the OMol25 dataset: a single C4H12N2O molecule (ωB97M-V/def2-TZVPD).

Results
- charge = 0
- SMILES = NCCNCCO
- Kohn-Sham gap (Ha) = 0.3783
- LUMO level (Eh) = 0.0331
- total energy (eV) = -9368.663
- energy above the lowest of the compared OMol25 structures with the same formula, charge and spin (eV) = 2.530

The geometry in XYZ format:
```
19
Properties=species:S:1:pos:R:3:forces:R:3
N -0.189 2.222 -1.652 -0.8 1.1 3.2
C -0.991 0.961 -1.416 1.6 -0.1 0.5
C -1.333 0.612 0.054 0.9 -2.0 -0.5
N -0.137 0.113 0.886 -1.9 -0.3 -2.2
C 0.150 -1.332 0.621 2.9 0.5 2.6
C 1.649 -1.526 1.175 -1.4 -0.8 -2.3
O 2.536 -1.047 0.150 0.1 -0.8 1.1
H -0.919 2.956 -1.405 1.2 -0.7 -0.8
H 0.474 2.403 -0.785 -1.4 -1.0 -2.2
H -1.898 1.034 -2.042 0.4 -0.2 0.4
H -0.377 0.084 -1.766 -0.6 0.8 0.0
H -2.042 -0.226 -0.028 -0.1 0.1 0.1
H -1.831 1.350 0.630 -0.3 1.1 0.2
H -0.456 0.258 1.832 0.4 -0.4 0.3
H 0.201 -1.613 -0.400 0.0 0.4 -1.3
H -0.416 -2.150 1.047 -1.1 0.4 0.7
H 1.788 -0.984 2.059 0.1 1.1 1.4
H 1.858 -2.569 1.420 0.1 -0.1 -0.4
H 1.932 -0.547 -0.378 0.0 0.9 -0.8
```
Positions in Å, forces in eV/Å.

natural (NBO) atomic charge list, values in e, 2 entries: -0.817 -0.233

***

Entry 2:
Entry from the OMol25 dataset: a 2-piece molecular cluster, C6H12N overall (ωB97M-V/def2-TZVPD).

Results
- charge = +1
- Kohn-Sham gap (Ha) = 0.3683
- LUMO level (Eh) = -0.1847
- total energy (eV) = -7895.364
- energy above the lowest of the compared OMol25 structures with the same formula, charge and spin (eV) = 4.698

The geometry in XYZ format:
```
19
Properties=species:S:1:pos:R:3:forces:R:3
C -2.461 -0.187 -1.545 0.1 -1.0 0.6
C -1.856 0.304 -0.508 2.9 -0.9 -1.0
C 0.241 -1.914 0.294 1.4 -1.1 -0.8
C 0.073 -0.910 1.356 1.8 -0.4 0.8
C 1.338 1.449 0.648 -0.2 1.2 -2.1
C 1.097 0.410 -0.480 -0.5 0.7 -0.6
N 0.064 -0.527 -0.051 -4.4 1.9 0.3
H -3.309 0.242 -2.041 -0.5 0.8 0.2
H -2.300 -1.176 -1.938 0.6 -0.3 0.0
H -1.598 1.253 -0.103 -0.2 0.4 0.6
H 1.285 -2.263 0.037 -1.4 0.1 0.5
H -0.586 -2.576 0.052 0.3 0.0 -0.1
H -0.841 -0.880 1.897 -0.6 0.1 0.3
H 0.982 -0.602 1.935 -1.1 -0.5 -0.7
H 0.684 1.285 1.456 -0.8 -0.3 1.0
H 2.332 1.436 1.048 0.6 0.3 0.0
H 1.022 2.466 0.268 0.9 -1.0 0.4
H 1.899 -0.257 -0.804 0.5 0.7 0.1
H 0.682 0.966 -1.364 0.6 -0.8 0.6
```
Positions in Å, forces in eV/Å.

natural (NBO) atomic charge list, values in e, 2 entries: -0.411 0.147

***

Entry 3:
Entry from the OMol25 dataset: a 2-piece molecular cluster, C5H10O2 overall (ωB97M-V/def2-TZVPD).

Results
- charge = 0
- Kohn-Sham gap (Ha) = 0.3243
- LUMO level (Eh) = 0.0387
- total energy (eV) = -9437.275
- energy above the lowest of the compared OMol25 structures with the same formula, charge and spin (eV) = 5.768

The geometry in XYZ format:
```
17
Properties=species:S:1:pos:R:3:forces:R:3
C 2.442 0.390 -0.745 0.2 0.0 -0.1
C 1.571 -0.583 0.029 0.3 -0.1 0.0
C 0.370 0.100 0.570 0.9 -0.2 0.5
O -0.606 0.371 -0.401 -0.6 -0.9 0.9
C -0.859 -0.624 0.771 0.5 0.1 -0.2
C -3.196 -0.069 0.032 -0.8 0.3 -0.6
O -2.898 1.063 -0.530 -0.3 -0.4 0.4
H 3.252 -0.135 -1.255 0.0 0.1 0.0
H 1.840 0.914 -1.496 0.1 -0.1 0.1
H 2.881 1.140 -0.078 0.0 -0.1 -0.1
H 1.223 -1.400 -0.616 0.1 0.1 0.1
H 2.097 -1.031 0.879 0.2 0.0 -0.1
H 0.536 0.945 1.236 0.2 0.0 0.1
H -1.883 1.061 -0.557 -0.7 0.2 -0.1
H -1.475 -0.415 1.651 0.1 0.4 -0.8
H -0.997 -1.634 0.398 0.2 0.2 0.0
H -4.298 -0.093 0.113 -0.4 0.3 -0.1
```
Positions in Å, forces in eV/Å.

natural (NBO) atomic charge list, values in e, 2 entries: -0.608 -0.417

***

Entry 4:
Entry from the OMol25 dataset: a 4-piece molecular cluster, C41H69ClN3O13S overall (ωB97M-V/def2-TZVPD).

Results
- charge = +1
- Kohn-Sham gap (Ha) = 0.3046
- LUMO level (Eh) = -0.1136
- total energy (eV) = -98066.833
- energy above the lowest of the compared OMol25 structures with the same formula, charge and spin (eV) = 6.090

The geometry in XYZ format:
```
128
Properties=species:S:1:pos:R:3:forces:R:3
C 9.189 3.307 1.975 -0.4 -0.2 0.0
C 8.641 1.782 2.088 0.6 0.2 -0.4
C 9.792 0.728 2.557 -0.9 0.7 0.0
C 9.291 -0.817 2.553 1.6 -0.4 0.0
C 9.913 -1.614 1.273 -1.2 0.9 0.3
C 8.876 -1.426 0.048 0.2 -0.3 -0.4
C 8.339 -2.805 -0.582 0.7 0.7 -0.9
C 7.306 -2.422 -1.771 0.2 0.3 0.6
C 5.923 -3.239 -1.726 0.3 0.2 -1.5
C 4.696 -2.278 -2.159 -0.5 -0.9 -0.6
C 3.302 -2.753 -1.517 0.0 0.9 0.9
C 2.919 -1.932 -0.157 -0.6 -0.6 -1.0
C 1.539 -2.615 0.383 1.0 1.0 0.3
C 0.825 -1.716 1.523 1.2 0.0 -0.4
C -0.310 -0.732 0.968 -0.9 -0.1 2.7
N -0.434 -0.472 -0.504 -0.6 0.4 -0.7
C -1.435 0.677 -0.565 -1.1 3.1 0.7
C -2.070 0.899 -2.022 0.5 -1.3 -0.5
Cl -2.938 2.513 -2.150 0.6 -1.3 0.6
C -0.992 0.840 -3.223 -0.2 0.5 0.2
C 0.344 1.689 -2.964 0.6 -0.2 -0.6
C -2.452 0.398 0.699 -0.2 -0.5 0.4
C -4.020 0.509 0.402 -0.1 0.4 0.0
C -4.979 -0.120 1.552 0.4 1.4 -0.7
S -6.420 -0.903 0.610 -1.0 1.1 0.2
C -7.497 0.505 0.029 0.6 3.2 0.3
N -7.260 1.902 0.230 -1.5 -5.3 -1.1
N -8.317 2.543 -0.348 -3.1 -4.2 -2.1
C -9.184 1.565 -0.917 3.2 2.7 2.0
O -8.683 0.234 -0.715 1.7 3.7 1.6
C -1.859 -0.975 1.367 -0.3 0.7 -0.2
C -2.513 -2.358 0.808 1.0 -0.9 0.1
C -2.826 -3.400 2.007 -3.9 -0.3 2.4
O -3.945 -3.357 2.605 4.4 0.2 -2.9
O -1.905 -4.392 2.454 -1.5 0.7 -2.0
C -2.575 -5.597 2.880 -1.5 -2.3 5.0
C -3.085 -6.740 1.863 -0.1 0.8 -0.5
O -2.736 -5.797 4.116 1.1 1.3 -5.7
H 10.314 3.319 2.196 -1.6 0.2 -0.3
H 8.993 3.719 0.915 0.5 -0.7 1.7
H 8.623 4.006 2.705 1.1 -1.1 -1.1
H 8.253 1.495 1.033 0.5 0.2 2.1
H 7.818 1.773 2.885 0.9 -0.2 -1.4
H 10.084 1.035 3.621 -0.3 -0.5 -1.4
H 10.730 0.889 1.901 -1.5 -0.4 0.9
H 9.765 -1.313 3.489 -1.1 0.8 -1.3
H 8.143 -0.929 2.542 1.8 0.3 0.2
H 10.891 -1.080 1.013 -1.2 -1.1 0.4
H 10.092 -2.730 1.528 -0.3 1.9 -0.5
H 9.431 -0.863 -0.792 -1.0 -0.8 1.1
H 7.956 -0.764 0.313 1.8 -1.2 -0.2
H 9.248 -3.317 -1.084 -1.5 0.5 1.1
H 7.899 -3.523 0.196 0.5 1.2 -1.1
H 7.878 -2.522 -2.771 -1.2 0.0 1.5
H 7.058 -1.296 -1.667 0.4 -1.8 -0.1
H 5.987 -4.048 -2.553 -0.2 1.1 1.5
H 5.752 -3.801 -0.745 0.2 1.1 -1.2
H 4.886 -1.166 -1.946 -0.2 -1.7 0.0
H 4.587 -2.378 -3.308 0.2 0.3 1.8
H 3.312 -3.865 -1.224 0.1 1.6 -0.7
H 2.424 -2.573 -2.234 1.2 -0.4 0.8
H 3.770 -1.985 0.604 -1.3 0.0 -0.9
H 2.761 -0.811 -0.412 0.2 -1.6 0.4
H 0.862 -2.702 -0.541 0.9 -0.4 1.4
H 1.855 -3.629 0.817 -0.9 1.4 -0.8
H 1.661 -1.036 1.952 -1.4 -1.1 -0.6
H 0.489 -2.372 2.404 0.0 1.1 -1.5
H -0.085 0.327 1.377 -0.2 -1.7 -0.6
H -0.932 -1.175 -1.097 0.9 -0.2 0.9
H 0.508 -0.315 -0.903 -0.6 0.2 -0.1
H -0.966 1.680 -0.227 -0.1 -1.9 -1.0
H -2.823 0.033 -2.185 0.9 1.7 0.1
H -0.778 -0.271 -3.439 -0.1 1.6 0.3
H -1.500 1.277 -4.166 0.7 -0.9 1.6
H 0.852 1.498 -1.954 -0.8 0.2 -1.3
H 1.116 1.385 -3.771 -1.3 0.6 1.3
H 0.204 2.827 -3.046 -0.1 -1.8 0.1
H -2.237 1.193 1.495 -0.1 -1.0 -1.2
H -4.315 0.064 -0.619 0.6 0.5 1.7
H -4.304 1.623 0.343 0.6 -1.7 -0.1
H -4.463 -0.888 2.221 -1.1 0.6 -1.2
H -5.346 0.728 2.222 0.3 -1.3 -0.9
H -10.137 1.885 -1.453 1.5 -1.3 0.8
H -2.031 -0.887 2.507 0.5 -0.3 -1.9
H -1.813 -2.896 0.054 -0.9 0.9 1.3
H -3.499 -2.184 0.247 1.3 -0.2 1.2
H -2.233 -7.327 1.379 -1.0 1.0 0.8
H -3.728 -7.466 2.464 1.0 1.2 -0.7
H -3.729 -6.303 1.005 1.1 -0.5 1.4
C 5.973 5.521 -0.355 0.0 0.2 0.1
C 5.491 4.133 -0.734 0.3 1.2 0.0
C 4.409 3.584 0.148 -0.7 0.3 0.1
O 4.574 2.181 -0.020 0.5 -0.4 -0.2
C 5.894 1.980 -0.310 0.9 -1.0 0.0
O 6.433 0.904 -0.335 -0.9 1.2 -0.1
O 6.521 3.162 -0.558 -0.4 -1.0 0.2
H 5.756 5.755 0.691 0.1 -0.1 0.0
H 7.053 5.617 -0.494 -0.1 -0.1 -0.1
H 5.475 6.277 -0.966 0.1 -0.1 0.0
H 5.202 4.114 -1.791 -0.1 -0.1 0.1
H 3.410 3.899 -0.161 0.1 -0.2 0.0
H 4.548 3.819 1.208 0.1 0.1 -0.1
C -10.067 -1.567 -2.837 0.1 0.1 0.0
C -10.794 -2.898 -2.889 0.3 1.0 0.2
C -9.901 -4.103 -2.838 0.3 -0.3 0.6
O -10.699 -5.092 -3.473 -0.4 0.2 -0.4
C -11.514 -4.428 -4.345 -0.8 -0.6 -1.0
O -12.191 -4.958 -5.178 0.7 0.5 0.8
O -11.447 -3.081 -4.144 0.0 -0.7 -0.1
H -9.024 -1.661 -3.152 -0.1 0.0 -0.1
H -10.541 -0.831 -3.491 -0.1 -0.1 0.1
H -10.062 -1.177 -1.819 -0.1 -0.1 -0.2
H -11.567 -2.932 -2.113 0.1 -0.1 0.0
H -9.651 -4.401 -1.818 -0.1 -0.1 -0.1
H -8.978 -3.987 -3.415 -0.1 0.2 0.0
C -7.513 5.821 2.469 -0.2 -0.1 0.1
C -6.156 6.082 1.841 -1.2 -0.1 0.2
C -5.203 4.927 1.908 0.0 -0.6 -0.4
O -3.941 5.576 1.829 0.2 0.5 0.2
C -4.116 6.823 2.360 0.8 1.0 0.4
O -3.225 7.581 2.620 -0.8 -0.8 -0.3
O -5.438 7.085 2.560 0.9 -0.2 -0.1
H -7.474 5.006 3.196 0.1 0.1 0.0
H -7.885 6.706 2.990 0.1 0.0 -0.2
H -8.238 5.537 1.704 0.1 0.1 0.1
H -6.284 6.445 0.815 0.1 -0.1 0.0
H -5.331 4.224 1.083 0.1 0.1 0.0
H -5.245 4.379 2.856 -0.2 0.1 0.0
```
Positions in Å, forces in eV/Å.

Löwdin atomic charge list, values in e, 2 entries: -0.129 -0.249

***

Entry 5:
Entry from the OMol25 dataset: a 8-piece molecular cluster, C21H57F6N5O8 overall (ωB97M-V/def2-TZVPD).

Results
- charge = 0
- Kohn-Sham gap (Ha) = 0.3213
- LUMO level (Eh) = 0.0220
- total energy (eV) = -62835.347
- energy above the lowest of the compared OMol25 structures with the same formula, charge and spin (eV) = 1.143

The geometry in XYZ format:
```
97
Properties=species:S:1:pos:R:3:forces:R:3
N -4.540 0.922 -0.817 0.2 -0.4 0.4
H -3.875 0.494 -1.495 0.5 -0.8 -0.8
H -5.339 0.313 -0.670 0.0 0.0 -0.2
H -4.832 1.844 -1.120 0.1 0.1 0.3
H -3.972 0.902 0.060 0.4 0.4 0.5
N -0.417 -0.023 -0.425 -0.1 0.3 -0.5
H -1.177 0.196 0.242 -0.5 -0.1 0.3
H -0.804 -0.090 -1.387 -0.1 -0.1 0.4
H -0.041 -0.970 -0.192 -0.1 0.1 0.1
H 0.262 0.763 -0.398 0.2 -0.5 -0.1
C -2.792 0.610 2.614 -0.5 0.3 -2.0
O -2.699 1.998 2.907 0.7 0.8 0.9
O -2.542 0.548 1.291 -0.1 -0.7 0.2
C -1.869 -0.244 3.545 -0.1 0.5 -0.9
F -2.562 -0.579 4.651 0.5 0.1 0.3
F -1.457 -1.395 2.984 -0.2 0.0 -0.1
F -0.744 0.421 3.875 -0.2 -0.1 0.4
C -3.067 2.521 4.169 -0.2 -0.6 1.0
C -2.740 4.003 4.254 -0.4 -0.1 -0.2
H -2.775 4.348 5.287 0.0 -0.1 0.0
H -1.727 4.161 3.885 0.0 0.1 -0.1
H -3.447 4.607 3.686 0.2 0.0 -0.2
H -2.554 2.044 5.014 0.4 -0.3 -0.3
H -4.111 2.248 4.370 -0.2 0.5 -0.1
H -3.828 0.297 2.819 -0.1 -0.2 0.5
C -2.175 -0.261 -3.510 0.3 -2.0 1.5
O -0.734 -0.218 -3.301 0.2 0.5 -0.9
O -2.676 -0.610 -2.325 -1.2 1.6 0.0
C -2.645 1.076 -4.093 0.6 0.1 -0.4
F -1.940 1.458 -5.191 0.0 -0.2 0.3
F -3.925 1.004 -4.503 -0.1 0.1 0.4
F -2.521 2.083 -3.203 -0.4 -0.1 0.0
C 0.091 -0.863 -4.246 0.2 0.1 -0.6
C 1.512 -0.647 -3.807 0.9 -0.1 0.2
H 2.256 -1.251 -4.333 -0.3 -0.2 -0.3
H 1.864 0.378 -3.935 -0.3 0.1 0.1
H 1.622 -0.926 -2.758 -0.1 0.1 0.1
H -0.065 -0.474 -5.258 0.0 0.2 0.1
H -0.101 -1.940 -4.339 -0.3 0.0 0.4
H -2.389 -1.063 -4.234 0.1 0.3 -0.7
C -2.709 3.729 -0.281 -1.3 0.1 0.1
O -3.634 3.547 0.783 -0.2 -0.3 0.1
H -3.306 4.195 -1.070 0.3 0.2 -0.1
H -1.931 4.425 0.039 0.4 -0.3 -0.3
H -2.392 2.768 -0.693 0.7 0.1 0.2
H -3.272 2.907 1.427 0.1 0.1 -0.1
C 2.673 -0.467 1.720 -1.1 0.5 0.5
C 3.520 -1.385 2.593 0.9 0.7 -1.3
C 3.238 -2.846 2.272 0.5 -0.5 1.0
O 1.895 -3.229 2.468 -0.2 -0.4 -0.3
C 1.400 -3.119 3.775 0.1 0.5 1.2
N 4.945 -1.082 2.318 0.2 -0.5 -0.3
H 1.592 -0.617 1.820 0.0 -0.1 0.3
H 2.850 -0.510 0.643 0.5 -0.3 0.1
H 2.859 0.555 2.064 0.0 0.1 -0.2
H 3.449 -1.084 3.639 -0.7 -0.5 0.1
H 3.896 -3.509 2.849 0.0 0.1 0.3
H 3.492 -3.079 1.235 -0.3 0.4 -0.2
H 0.327 -3.292 3.815 0.0 0.1 -0.5
H 1.608 -2.125 4.180 -0.3 0.1 -0.1
H 1.817 -3.808 4.522 0.4 -0.3 -0.5
H 5.282 -1.627 1.528 0.0 -0.1 0.0
H 4.998 -0.122 1.996 0.1 0.1 0.2
C 0.544 3.423 -2.278 0.9 -0.5 -1.8
C 1.845 2.875 -1.672 -1.7 0.9 0.2
C 2.911 3.946 -1.539 0.6 -0.2 -0.4
O 4.163 3.330 -1.245 -0.1 -0.6 -0.3
C 5.261 4.155 -1.565 -0.3 0.6 0.6
N 1.510 2.132 -0.462 1.9 -0.6 1.0
H 0.776 3.643 -3.329 0.1 0.6 0.1
H 0.107 4.318 -1.843 -0.1 -0.2 0.4
H -0.144 2.598 -2.467 -0.4 0.1 0.8
H 2.228 2.146 -2.387 0.1 -0.1 0.1
H 2.718 4.722 -0.791 -0.3 0.0 0.1
H 2.983 4.415 -2.527 0.0 0.2 0.0
H 5.157 5.049 -0.937 0.4 0.2 -0.2
H 5.298 4.457 -2.616 -0.2 -0.1 -0.1
H 6.201 3.667 -1.320 -0.2 -0.3 0.1
H 1.153 2.632 0.350 -0.3 0.7 -0.6
H 2.444 1.882 -0.120 -0.3 -0.6 0.2
C 1.692 -3.528 -1.259 0.5 -0.3 0.0
C 0.221 -3.660 -0.857 1.0 0.3 0.3
C -0.186 -5.074 -0.494 0.6 -0.3 -1.0
O -1.567 -5.055 -0.234 0.0 -0.3 0.4
C -2.070 -6.333 0.099 0.1 -0.1 -0.1
N 0.016 -2.743 0.263 -0.7 0.0 0.5
H 2.351 -4.190 -0.689 -0.1 -0.2 0.0
H 2.067 -2.526 -1.045 -0.3 0.1 0.0
H 1.875 -3.697 -2.321 -0.1 -0.2 0.0
H -0.366 -3.358 -1.727 -0.3 0.2 0.3
H 0.440 -5.507 0.298 -0.3 0.4 0.6
H 0.068 -5.735 -1.338 -0.4 0.0 -0.3
H -3.145 -6.291 0.259 0.0 0.3 -0.2
H -1.637 -6.717 1.028 0.2 0.0 0.0
H -1.860 -7.024 -0.722 0.0 -0.2 0.1
H 0.691 -2.887 1.020 0.1 -0.2 -0.5
H -0.869 -2.977 0.710 -0.2 0.3 -0.2
```
Positions in Å, forces in eV/Å.

Löwdin atomic charge list, values in e, 2 entries: 0.286 0.069

***

Entry 6:
Entry from the OMol25 dataset: C4H3NO2 as an isolated structure (ωB97M-V/def2-TZVPD).

Results
- charge = 0
- Kohn-Sham gap (Ha) = 0.3442
- LUMO level (Eh) = -0.0126
- total energy (eV) = -9778.372
- energy above the lowest of the compared OMol25 structures with the same formula, charge and spin (eV) = 3.314

The geometry in XYZ format:
```
10
Properties=species:S:1:pos:R:3:forces:R:3
C -1.580 -0.015 0.991 0.1 4.0 -0.9
C -0.323 0.334 0.215 1.1 -3.9 1.2
C 0.788 -0.488 0.395 -1.7 0.9 8.4
C 1.032 0.235 -1.508 -2.2 1.5 -2.3
H -1.328 -0.546 2.098 -1.2 1.0 -2.9
H 1.200 -0.743 1.530 -1.3 -0.1 -3.3
H 1.452 0.410 -2.562 -1.3 0.1 1.9
N 1.538 -0.481 -0.620 5.4 -1.8 -2.5
O -2.574 0.563 0.521 0.9 -2.7 2.3
O -0.206 0.731 -1.058 0.1 0.9 -2.0
```
Positions in Å, forces in eV/Å.

natural (NBO) atomic charge list, values in e, 2 entries: 0.366 0.111

***

> Which value of energy above the lowest of the compared OMol25 structures with the same formula, charge and spin does entry 6 give?

3.314 eV

***

> charge of number 2 (C6H12N)?

+1

***

What did the third record say?
Entry from the OMol25 dataset: a 2-piece molecular cluster, C5H10O2 overall (ωB97M-V/def2-TZVPD).

Results
- charge = 0
- Kohn-Sham gap (Ha) = 0.3243
- LUMO level (Eh) = 0.0387
- total energy (eV) = -9437.275
- energy above the lowest of the compared OMol25 structures with the same formula, charge and spin (eV) = 5.768

The geometry in XYZ format:
```
17
Properties=species:S:1:pos:R:3:forces:R:3
C 2.442 0.390 -0.745 0.2 0.0 -0.1
C 1.571 -0.583 0.029 0.3 -0.1 0.0
C 0.370 0.100 0.570 0.9 -0.2 0.5
O -0.606 0.371 -0.401 -0.6 -0.9 0.9
C -0.859 -0.624 0.771 0.5 0.1 -0.2
C -3.196 -0.069 0.032 -0.8 0.3 -0.6
O -2.898 1.063 -0.530 -0.3 -0.4 0.4
H 3.252 -0.135 -1.255 0.0 0.1 0.0
H 1.840 0.914 -1.496 0.1 -0.1 0.1
H 2.881 1.140 -0.078 0.0 -0.1 -0.1
H 1.223 -1.400 -0.616 0.1 0.1 0.1
H 2.097 -1.031 0.879 0.2 0.0 -0.1
H 0.536 0.945 1.236 0.2 0.0 0.1
H -1.883 1.061 -0.557 -0.7 0.2 -0.1
H -1.475 -0.415 1.651 0.1 0.4 -0.8
H -0.997 -1.634 0.398 0.2 0.2 0.0
H -4.298 -0.093 0.113 -0.4 0.3 -0.1
```
Positions in Å, forces in eV/Å.

natural (NBO) atomic charge list, values in e, 2 entries: -0.608 -0.417